The following is a quantum chemistry calculation of C10H16I2 in the gas phase, from the OMol25 dataset.

Last column: Löwdin charge in e.
Geometry (Å):
C  -0.178  -0.997  1.261  -0.1535
C  -0.698  -1.291  -0.164  -0.4270
C  -0.215  0.484  1.626  -0.4547
C  -0.254  -0.211  -1.175  -0.3126
C  0.962  0.612  -0.655  -0.3942
C  -2.176  -1.444  -0.230  -0.5716
C  0.593  1.255  0.638  -0.5986
C  0.270  0.668  3.069  -0.0920
C  0.032  -0.888  -2.515  -0.0589
C  1.455  1.594  -1.712  -0.1321
I  -3.089  -3.064  0.715  0.8113
I  0.644  3.330  0.902  0.9395
H  -0.776  -1.558  1.980  0.0835
H  0.849  -1.358  1.348  0.1274
H  -0.242  -2.245  -0.455  0.1296
H  -1.258  0.835  1.591  0.1417
H  -1.078  0.498  -1.315  0.1450
H  1.769  -0.111  -0.455  0.1533
H  -2.793  -0.562  -0.254  0.0274
H  1.297  0.323  3.165  0.0852
H  -0.353  0.087  3.745  0.0788
H  0.220  1.714  3.369  0.0345
H  0.940  -1.485  -2.462  0.0906
H  0.134  -0.165  -3.319  0.0732
H  -0.797  -1.545  -2.769  0.0818
H  2.257  2.212  -1.314  0.0483
H  0.644  2.246  -2.035  0.0725
H  1.839  1.066  -2.580  0.0715

For the HOMO energy (alpha / beta), the calculation gives -8.1 / -7.4 eV. Its HOMO-LUMO gap (alpha / beta) is 8.3 / 7.1 eV. Its LUMO energy (alpha / beta) is 0.14 / -0.35 eV.